Record 1
C15H38B2Cl4CoF8NO5 as an isolated structure in a non-equilibrium geometry. Source: OMol25; level of theory: wB97M-V/def2-TZVPD.

Results
Expectation value of S²: 3.758
Multiplicity: 4
Gap between HOMO and LUMO (alpha / beta) in eV: 5.99 / 5.76
Electronic energy in eV: -138703.53000
HOMO energy (alpha / beta) in Eh: -0.1502 / -0.1419
Net charge: -1

CARTESIAN COORDINATES (ANGSTROEM)
Co 2.677 -0.704 0.714
C -3.468 2.893 -2.247
O -2.235 2.291 -2.592
C -1.215 2.667 -1.701
C 0.159 2.273 -2.202
N 0.080 0.907 -2.797
H -0.078 0.231 -2.038
H -0.703 0.869 -3.450
C 1.356 0.506 -3.510
C 1.323 -0.966 -3.779
O 0.234 -1.214 -4.667
C 0.164 -2.577 -5.032
H -4.199 2.653 -3.018
H -3.448 3.981 -2.157
H -3.823 2.432 -1.320
H -1.320 2.183 -0.723
H -1.215 3.751 -1.549
H 0.873 2.251 -1.380
H 0.501 2.940 -2.993
H 2.177 0.776 -2.843
H 1.464 1.172 -4.364
H 1.265 -1.608 -2.899
H 2.235 -1.195 -4.341
H -0.038 -3.241 -4.191
H 0.998 -2.845 -5.683
H -0.753 -2.664 -5.621
C 4.635 -1.185 -1.986
O 4.034 -1.336 -0.776
H 5.736 -1.258 -2.019
H 4.197 -1.852 -2.757
H 4.498 -0.169 -2.437
C 2.511 -2.898 3.002
O 3.093 -2.384 1.856
H 2.223 -3.957 2.883
H 3.167 -2.896 3.887
H 1.582 -2.355 3.247
B 3.508 1.075 1.529
H 3.222 1.147 0.422
H 2.564 0.762 2.147
H 4.232 0.183 1.692
H 3.928 2.067 1.943
B 0.652 -0.452 -0.056
H 0.927 -1.394 0.518
H 1.506 -0.107 -0.726
H -0.284 -0.512 -0.742
H 0.432 0.388 0.714
C -2.976 0.626 4.045
C -3.311 2.031 3.525
C -3.983 1.995 2.128
F -5.020 1.136 2.071
F -4.397 3.225 1.763
F -3.989 2.701 4.484
F -2.101 2.645 3.367
O -2.312 -0.105 3.038
C -1.696 -1.281 3.424
C -1.334 -1.966 2.092
F -0.878 -3.212 2.353
F -2.443 -2.031 1.312
F -0.620 -0.999 4.165
F -2.515 -1.997 4.200
H -3.911 0.137 4.339
H -2.385 0.712 4.959
H -3.172 1.660 1.475
H -0.563 -1.449 1.514
C 1.062 2.583 2.794
Cl 0.279 3.578 1.531
Cl 0.967 3.475 4.317
H 0.539 1.632 2.848
H 2.083 2.349 2.498
C -1.323 -3.458 -0.794
Cl -1.789 -4.053 -2.405
Cl -1.065 -4.845 0.270
H -0.395 -2.895 -0.845
H -2.121 -2.820 -0.428

Record 2
An isolated molecule of C3H4O3 in a non-equilibrium geometry. Source: OMol25; level of theory: wB97M-V/def2-TZVPD.

Results
Multiplicity: 1
Gap between HOMO and LUMO in eV: 8.86
Electronic energy in eV: -9315.15980
HOMO energy in Eh: -0.3084
Net charge: 0

CARTESIAN COORDINATES (ANGSTROEM)
C 1.111 -1.051 -1.303
C 0.059 -0.053 -0.835
C -0.772 0.050 0.574
O 1.327 -2.061 -0.619
O -0.749 1.286 1.061
O -1.183 -0.896 1.146
H 0.574 0.974 -0.829
H -0.582 0.016 -1.753
H -1.474 1.417 1.800
H 0.839 -2.243 0.166

Record 3
C10H8F6N4O4PdS4 as an isolated structure in a non-equilibrium geometry. Source: OMol25; level of theory: wB97M-V/def2-TZVPD.

Results
Multiplicity: 1
Gap between HOMO and LUMO in eV: 7.22
Electronic energy in eV: -87774.98344
HOMO energy in Eh: -0.3202
Net charge: 0

CARTESIAN COORDINATES (ANGSTROEM)
Pd 0.765 -0.904 -0.003
C 3.322 -1.116 4.531
S 4.147 -0.310 3.148
C 2.993 -0.478 1.866
S 1.505 -1.329 2.100
N 3.374 0.121 0.766
N 2.461 -0.028 -0.224
C 2.656 0.510 -1.373
C 1.605 0.362 -2.378
C 1.671 0.960 -3.620
C 0.607 0.790 -4.496
C -0.478 0.034 -4.096
C -0.478 -0.531 -2.828
N 0.542 -0.383 -1.996
H 4.011 -1.023 5.368
H 3.145 -2.168 4.322
H 2.387 -0.615 4.767
H 3.561 1.076 -1.557
H 2.532 1.556 -3.886
H 0.627 1.251 -5.474
H -1.329 -0.118 -4.743
H -1.311 -1.111 -2.459
F -4.099 -1.747 -0.561
C -3.649 -2.071 0.648
F -3.473 -3.387 0.705
F -4.538 -1.706 1.559
S -2.036 -1.258 0.982
O -1.213 -1.686 -0.199
O -1.558 -1.766 2.227
N -2.489 0.219 0.911
S -1.525 1.475 0.717
O -1.102 1.642 -0.648
O -0.553 1.631 1.756
C -2.795 2.777 0.995
F -2.191 3.960 0.898
F -3.755 2.706 0.076
F -3.339 2.665 2.200

Record 4
An isolated molecule of C2H3NOS in a non-equilibrium geometry. Source: OMol25; level of theory: wB97M-V/def2-TZVPD.

Results
Multiplicity: 1
Gap between HOMO and LUMO in eV: 9.31
Electronic energy in eV: -16492.03777
HOMO energy in Eh: -0.3310
Net charge: 0

CARTESIAN COORDINATES (ANGSTROEM)
C 0.301 -0.190 0.221
C 0.068 0.940 -0.673
N -0.722 -0.346 -0.801
O 0.544 -2.059 1.937
S 1.077 -0.767 1.514
H -0.181 1.914 -0.112
H 0.560 0.993 -1.684
H -1.647 -0.484 -0.402